144
Properties=species:S:1:pos:R:3 method="wB97M-V/def2-TZVPD" e_above_lowest_kj_mol=702.5 homo_lumo_gap_ev=8.88 total_energy_ha=-2982.0491 e_homo_ev=-8.5 smiles="CNC(C)=O.CNC(C)=O.CNC(C)=O.CNC(C)=O.CNC(C)=O.CNC(C)=O.CNC(C)=O.CNC(C)=O.CNC(C)=O.CNC(C)=O.CNC(C)=O.CNC(C)=O"
C 4.66743 -1.58938 -1.27508
N 6.05531 -1.66055 -1.61579
C 7.07753 -1.26116 -0.85495
C 8.48967 -1.68370 -1.25979
O 6.92460 -0.75273 0.21551
H 4.24731 -0.76957 -0.69241
H 4.39043 -2.51422 -0.76908
H 4.13624 -1.54641 -2.22592
H 6.37874 -1.95989 -2.52458
H 8.59274 -2.76782 -1.30613
H 9.31694 -1.29786 -0.66409
H 8.53965 -1.44263 -2.32162
C 5.12552 2.41469 0.56718
N 4.33538 3.57889 0.14224
C 4.92792 4.75661 -0.13495
C 3.96954 5.93100 -0.12805
O 6.19382 4.95142 -0.24159
H 4.74787 1.50953 0.09162
H 5.05896 2.17739 1.62895
H 6.18721 2.61118 0.41783
H 3.33913 3.51794 0.29668
H 3.07782 5.77613 -0.73545
H 4.54848 6.66943 -0.68272
H 3.57819 6.33401 0.80604
C 4.60815 -0.81040 2.56785
N 5.96828 -0.43290 2.85090
C 6.51103 -0.01950 4.03455
C 8.07710 0.00808 4.01594
O 5.81376 0.26067 4.98441
H 3.95563 0.05906 2.64762
H 4.20172 -1.62014 3.17385
H 4.43252 -1.05155 1.51946
H 6.58209 -0.35345 2.05276
H 8.55008 -0.62691 3.26681
H 8.36484 -0.33179 5.01082
H 8.35032 1.04242 3.80718
C -7.66534 -4.25345 3.38128
N -6.51584 -3.33179 3.31388
C -5.78077 -3.05436 2.31053
C -4.76468 -1.89912 2.49673
O -5.80917 -3.80838 1.33661
H -7.74050 -4.81625 2.45085
H -8.62807 -3.75569 3.49735
H -7.58377 -4.84760 4.29146
H -6.06826 -3.08139 4.18398
H -4.40695 -1.64726 1.49838
H -3.98192 -2.24641 3.17110
H -5.32111 -1.12120 3.01952
C -3.28782 6.37823 -1.91391
N -3.41978 5.04673 -1.33770
C -2.57970 4.52482 -0.45870
C -1.41508 5.31207 0.14749
O -2.70201 3.38070 -0.18417
H -2.65636 7.17483 -1.52047
H -4.33346 6.67704 -1.98765
H -2.88400 6.31640 -2.92446
H -4.02662 4.37991 -1.79288
H -0.79566 5.62924 -0.69146
H -0.69346 4.73807 0.72876
H -1.86020 6.15893 0.66978
C 1.89770 0.27469 -0.39378
N 0.59211 0.63363 0.06986
C -0.49453 -0.03835 -0.36217
C -1.84267 0.27804 0.31116
O -0.41089 -0.89172 -1.25333
H 2.56180 0.64185 0.38869
H 1.94486 0.68379 -1.40299
H 2.04044 -0.80592 -0.39679
H 0.65974 1.32963 0.79864
H -1.83155 1.28302 0.73305
H -2.13440 -0.49200 1.02532
H -2.72630 0.34857 -0.32313
C 0.84876 -1.54445 2.81475
N 1.84914 -2.62945 2.66320
C 1.88741 -3.50633 1.69250
C 2.35665 -4.91164 1.98535
O 1.43282 -3.28905 0.60839
H 0.51817 -1.47659 3.85119
H -0.09374 -1.80314 2.33218
H 1.39619 -0.62131 2.62443
H 2.46227 -2.80462 3.44645
H 3.37577 -4.89574 2.37166
H 2.36671 -5.41058 1.01630
H 1.63569 -5.43733 2.61142
C -7.50138 -0.54882 -3.92538
N -6.56649 -1.43309 -3.19773
C -6.00427 -0.95351 -2.10044
C -4.86384 -1.88240 -1.57734
O -6.22410 0.19725 -1.56719
H -8.22529 -1.11039 -4.51588
H -7.03842 0.21121 -4.55477
H -8.12699 0.06131 -3.27387
H -6.47439 -2.37467 -3.55135
H -4.75278 -2.77995 -2.18576
H -5.21703 -2.32605 -0.64646
H -3.99542 -1.27386 -1.32511
C -2.48617 -2.93408 -7.76413
N -2.09068 -2.76265 -6.34955
C -2.36654 -1.70830 -5.63089
C -1.94343 -1.68231 -4.13782
O -2.99368 -0.77847 -6.10479
H -1.54010 -2.81949 -8.29320
H -2.90248 -1.99558 -8.13023
H -3.17064 -3.75045 -7.99463
H -1.54757 -3.51777 -5.95594
H -1.00762 -1.14709 -3.97688
H -1.84633 -2.68709 -3.72663
H -2.75348 -1.30830 -3.51169
C 1.40049 -3.29935 -3.29065
N 1.77204 -3.43181 -4.75682
C 1.01337 -4.13881 -5.65415
C 1.44624 -4.11963 -7.12334
O -0.10744 -4.57733 -5.39573
H 0.95877 -2.30979 -3.17335
H 2.23316 -3.32845 -2.58787
H 0.64007 -4.07694 -3.21840
H 2.49536 -2.80134 -5.07213
H 2.19172 -3.32853 -7.04258
H 0.62284 -3.93756 -7.81397
H 1.91007 -5.00372 -7.56075
C 3.60255 3.48805 4.02465
N 2.18495 3.64769 3.94297
C 1.43338 3.44765 2.84497
C -0.03165 3.53489 2.98639
O 1.88642 3.39593 1.71067
H 4.06298 4.06072 3.21956
H 3.77112 2.50924 3.57564
H 4.04458 3.36182 5.01297
H 1.70414 3.96337 4.77319
H -0.16036 4.58871 3.23338
H -0.36456 3.03395 3.89542
H -0.64887 3.04188 2.23533
C -6.30990 1.83994 5.01275
N -4.77265 1.84472 4.92551
C -3.96164 1.88183 3.89324
C -4.61158 2.08187 2.53832
O -2.68459 1.84083 4.01345
H -6.54256 2.65624 4.32892
H -6.68628 2.35130 5.89873
H -6.90758 0.97893 4.71352
H -4.37258 1.84751 5.85290
H -5.67330 1.83540 2.54836
H -4.19508 1.45682 1.74843
H -4.39814 3.09340 2.19284